(1)
{"formula": "C24H49INO7P", "method": "wB97M-V/def2-TZVPD", "e_tot_ev": -58892.754, "species": ["I", "P", "O", "O", "O", "O", "O", "O", "O", "N", "C", "C", "C", "C", "C", "C", "C", "C", "C", "C", "C", "C", "C", "C", "C", "C", "C", "C", "C", "C", "C", "C", "C", "C", "H", "H", "H", "H", "H", "H", "H", "H", "H", "H", "H", "H", "H", "H", "H", "H", "H", "H", "H", "H", "H", "H", "H", "H", "H", "H", "H", "H", "H", "H", "H", "H", "H", "H", "H", "H", "H", "H", "H", "H", "H", "H", "H", "H", "H", "H", "H", "H", "H"], "xyz": [[1.891, 4.683, 0.596], [-0.804, 1.166, -0.041], [2.145, 4.201, -2.279], [-6.366, 2.004, 4.615], [-2.543, -0.955, 2.693], [0.384, 1.133, -2.520], [0.838, -4.379, -2.160], [5.990, 1.961, -4.501], [0.369, 3.138, -1.379], [1.953, 1.451, -0.904], [5.432, 1.769, -5.802], [-2.734, -1.592, 3.958], [3.773, -0.179, -0.630], [4.073, 2.457, -5.787], [0.590, 1.663, -1.253], [1.460, 3.895, -1.359], [0.433, -5.386, -3.089], [-5.825, 3.315, 4.796], [4.320, 3.606, -4.812], [2.770, 0.449, -1.598], [-6.163, 3.719, 6.225], [2.201, -4.581, -1.786], [0.105, 0.845, 1.516], [1.709, -6.082, -3.543], [5.231, 2.944, -3.789], [4.685, -1.181, -1.331], [-4.850, -0.859, 3.198], [-4.068, -1.084, 4.490], [-3.765, -0.332, 2.272], [-6.147, 2.367, 6.937], [2.581, -5.965, -2.294], [-1.147, -0.561, -0.572], [0.040, -1.549, -0.630], [-6.752, 1.457, 5.877], [-7.162, 4.157, 6.270], [-1.624, -0.479, -1.554], [3.223, -0.670, 0.186], [3.312, 1.783, -5.386], [-6.393, 0.428, 5.939], [5.263, -0.701, -2.127], [5.919, 3.642, -3.311], [-0.428, 1.523, -2.871], [-0.179, -2.443, -0.036], [-6.258, 3.979, 4.048], [-0.243, -6.085, -2.585], [3.413, 4.002, -4.362], [4.366, 0.623, -0.175], [-5.457, 4.439, 6.635], [2.153, -0.334, -2.037], [-6.708, 2.356, 7.870], [2.164, -5.538, -4.373], [2.287, -4.483, -0.703], [1.536, -7.109, -3.862], [4.843, 4.423, -5.315], [-7.846, 1.446, 5.941], [4.099, -1.991, -1.775], [1.081, 0.368, 1.394], [-1.890, -0.920, 0.147], [0.953, -1.118, -0.219], [-2.753, -2.677, 3.812], [2.300, -6.728, -1.565], [-4.542, -1.788, 5.173], [3.333, 0.944, -2.400], [4.645, 2.447, -3.008], [-0.548, 0.229, 2.140], [-5.119, 2.067, 7.153], [-4.741, 3.278, 4.640], [5.392, -1.628, -0.625], [-5.242, -1.808, 2.824], [0.210, -1.898, -1.649], [3.648, -6.060, -2.494], [-3.932, -0.134, 5.014], [-3.936, -0.572, 1.222], [2.090, 1.452, 0.095], [0.254, 1.806, 2.022], [-0.110, -4.911, -3.907], [2.817, -3.804, -2.254], [3.755, 2.781, -6.777], [6.097, 2.222, -6.546], [-5.678, -0.160, 3.308], [-1.891, -1.345, 4.605], [-3.655, 0.754, 2.362], [5.370, 0.698, -6.002]], "forces_ev_per_a": [[-0.061, 0.030, 0.063], [-0.323, -0.033, -0.030], [-0.324, -0.043, 0.370], [0.020, -0.053, -0.037], [0.014, -0.007, -0.047], [-0.126, 0.120, 0.088], [-0.021, -0.025, -0.027], [0.000, -0.031, 0.036], [-0.184, 0.237, 0.298], [-0.343, -0.282, 0.090], [-0.008, 0.025, -0.005], [-0.029, -0.017, 0.008], [-0.193, 0.194, 0.013], [-0.008, -0.024, 0.028], [0.427, -0.318, -0.163], [0.543, 0.147, -0.637], [0.019, -0.018, 0.020], [0.025, -0.007, 0.016], [-0.010, 0.033, -0.033], [0.347, 0.100, 0.053], [-0.027, -0.003, 0.006], [-0.004, 0.020, -0.018], [0.176, 0.566, 0.142], [0.018, 0.024, -0.011], [-0.030, -0.004, 0.009], [0.048, -0.022, 0.088], [-0.081, -0.020, 0.004], [0.003, 0.040, 0.008], [0.030, 0.055, 0.034], [0.032, 0.001, -0.007], [-0.016, -0.022, 0.012], [0.465, -0.155, -0.150], [-0.401, -0.157, 0.158], [-0.014, 0.020, 0.005], [0.000, -0.003, -0.005], [-0.096, -0.127, 0.187], [0.095, 0.027, -0.105], [-0.007, 0.002, 0.008], [-0.002, -0.008, -0.020], [-0.068, -0.028, 0.057], [0.022, -0.014, 0.001], [0.089, -0.065, 0.046], [0.040, 0.119, -0.099], [-0.004, -0.013, -0.015], [0.003, -0.013, -0.015], [0.004, -0.017, -0.001], [0.004, -0.091, -0.013], [0.011, -0.007, 0.007], [-0.018, 0.037, -0.061], [-0.008, 0.011, 0.001], [-0.003, 0.003, 0.001], [-0.008, 0.021, 0.000], [0.002, -0.010, 0.011], [0.018, -0.019, -0.003], [0.004, -0.003, 0.020], [0.062, 0.079, 0.015], [-0.178, -0.157, 0.051], [-0.018, 0.128, -0.163], [0.034, -0.036, -0.150], [-0.007, 0.002, 0.013], [-0.003, 0.003, 0.001], [-0.004, -0.013, -0.006], [-0.204, -0.184, -0.012], [0.023, 0.074, -0.012], [0.074, -0.010, -0.062], [0.000, -0.004, -0.004], [0.002, 0.016, 0.007], [-0.091, 0.061, -0.109], [0.026, -0.004, -0.008], [0.172, 0.111, 0.096], [0.004, 0.005, -0.014], [-0.001, 0.008, -0.009], [-0.006, -0.012, -0.004], [0.019, -0.083, -0.030], [0.032, -0.174, 0.000], [-0.008, 0.017, 0.010], [0.004, -0.034, 0.003], [0.010, 0.007, -0.006], [-0.013, -0.001, -0.010], [0.033, 0.029, 0.016], [0.018, 0.002, -0.013], [-0.037, 0.006, 0.002], [0.016, -0.008, 0.005]]}

***

(2)
{"formula": "C24H49N2O3", "method": "wB97M-V/def2-TZVPD", "e_tot_ev": -34801.930, "relative_energy_kcal_mol": 10.5, "charge": -1, "species": ["O", "O", "O", "N", "N", "C", "C", "C", "C", "C", "C", "C", "C", "C", "C", "C", "C", "C", "C", "C", "C", "C", "C", "C", "C", "C", "C", "C", "C", "H", "H", "H", "H", "H", "H", "H", "H", "H", "H", "H", "H", "H", "H", "H", "H", "H", "H", "H", "H", "H", "H", "H", "H", "H", "H", "H", "H", "H", "H", "H", "H", "H", "H", "H", "H", "H", "H", "H", "H", "H", "H", "H", "H", "H", "H", "H", "H", "H"], "xyz": [[4.103, 1.474, -6.611], [0.422, 2.152, -3.049], [-3.933, 1.166, -0.557], [0.590, -3.321, 4.162], [0.753, -2.079, 4.845], [5.336, 2.122, -6.358], [2.536, 1.481, -1.981], [0.108, -3.175, 2.784], [5.006, -0.301, -8.056], [-4.855, 0.550, -2.750], [-2.843, 1.929, -1.044], [-5.090, 1.131, -1.365], [-0.293, -1.893, 5.786], [5.682, 3.202, -7.369], [-3.168, 3.398, -1.252], [-0.497, -1.338, 8.204], [-1.532, -2.340, 10.513], [-1.074, -2.203, 2.588], [-0.339, -2.859, 10.046], [0.167, -2.346, 8.877], [0.933, 2.240, -4.366], [0.120, -0.868, 6.893], [0.851, 0.939, -5.146], [-2.467, -2.854, 2.680], [1.056, 1.211, -2.193], [-1.668, -0.811, 8.691], [-2.180, -1.331, 9.872], [-3.496, -1.853, 2.093], [3.986, 0.807, -7.854], [-3.107, -0.897, 10.242], [-2.150, -0.012, 8.137], [0.542, 1.277, -1.234], [4.930, -1.039, -7.255], [1.961, 2.617, -4.351], [-2.490, -3.758, 2.053], [-5.809, 0.505, -0.834], [6.618, 3.689, -7.095], [-1.266, -1.489, 5.355], [4.893, 3.956, -7.405], [-2.758, -3.116, 3.702], [-3.516, 3.846, -0.319], [-4.145, 1.145, -3.327], [-4.450, -0.460, -2.674], [-0.361, 0.092, 6.660], [-0.251, -4.174, 2.477], [1.223, 1.086, -6.160], [0.333, 2.998, -4.872], [-5.539, 2.130, -1.434], [-2.280, 3.934, -1.589], [-3.291, -1.668, 1.033], [2.984, 0.375, -7.870], [-5.791, 0.513, -3.310], [3.100, 1.421, -2.914], [1.096, -2.744, 8.475], [6.028, 0.079, -8.054], [-1.042, -1.330, 3.245], [-0.182, 0.589, -5.198], [-0.997, -1.810, 1.557], [2.956, 0.752, -1.288], [1.443, 0.148, -4.684], [4.838, -0.800, -9.011], [-3.951, 3.543, -1.998], [-3.288, -0.896, 2.592], [-1.971, -2.750, 11.422], [2.685, 2.482, -1.572], [-4.534, -2.144, 2.278], [-0.584, -2.839, 6.312], [-2.449, 1.480, -1.963], [6.144, 1.385, -6.284], [5.797, 2.799, -8.376], [0.962, -2.870, 2.166], [1.205, -0.792, 6.972], [5.240, 2.575, -5.371], [0.894, 0.193, -2.562], [-2.053, 1.845, -0.297], [0.177, -3.660, 10.567], [-0.034, -3.966, 4.654], [4.026, 1.528, -8.678]], "forces_ev_per_a": [[-0.208, 0.024, 0.164], [-0.228, 0.117, 0.106], [-0.010, -0.115, 0.268], [-0.057, -0.252, -0.542], [0.352, 0.034, 0.627], [0.128, 0.025, -0.042], [0.069, 0.079, -0.136], [-0.487, 0.088, 0.876], [0.107, 0.019, 0.098], [0.122, 0.009, -0.051], [0.066, 0.067, -0.164], [-0.015, 0.038, -0.104], [0.390, 0.317, -0.256], [-0.083, -0.016, -0.107], [-0.127, 0.040, -0.019], [1.285, 0.689, -1.420], [-0.335, -0.931, 1.601], [-0.240, -0.300, -0.698], [0.096, -0.152, -0.123], [0.520, -0.525, 0.299], [0.119, -0.027, -0.067], [-1.478, -0.299, 0.199], [-0.055, -0.137, 0.036], [-0.250, 0.495, -0.783], [0.107, -0.065, 0.029], [-0.014, -0.065, 0.134], [-0.894, 1.136, -0.707], [0.689, 0.090, 0.682], [0.069, -0.047, -0.115], [0.081, -0.285, 0.205], [-0.069, -0.059, 0.165], [-0.110, 0.089, -0.080], [-0.036, -0.003, -0.030], [0.036, -0.082, -0.048], [0.050, -0.028, 0.300], [0.098, 0.000, 0.111], [-0.015, -0.004, 0.024], [-0.109, -0.196, 0.243], [0.018, 0.005, 0.035], [0.230, -0.020, -0.071], [0.036, -0.014, 0.008], [-0.055, 0.045, -0.018], [-0.040, 0.004, 0.019], [0.561, 0.080, -0.092], [0.375, 0.127, -0.246], [0.023, 0.035, 0.024], [-0.063, 0.022, 0.136], [0.010, 0.014, -0.081], [0.017, -0.039, 0.011], [-0.270, -0.199, 0.060], [-0.022, 0.074, 0.126], [-0.007, -0.016, 0.031], [0.003, -0.090, 0.010], [-0.124, 0.129, -0.105], [-0.008, 0.014, -0.083], [0.387, -0.241, 0.092], [-0.004, 0.042, 0.001], [-0.060, -0.003, 0.169], [-0.041, 0.018, 0.026], [0.083, 0.036, -0.057], [-0.031, 0.002, 0.017], [0.061, 0.003, -0.061], [-0.405, -0.052, -0.064], [0.099, 0.077, -0.074], [-0.021, -0.033, 0.045], [0.090, 0.064, -0.212], [0.022, 0.050, -0.195], [0.009, 0.091, -0.046], [0.029, 0.017, -0.059], [0.083, -0.014, 0.020], [-0.192, -0.009, -0.013], [-0.105, -0.013, -0.215], [-0.129, -0.078, 0.007], [0.060, -0.007, -0.023], [-0.117, -0.143, 0.084], [-0.108, 0.080, 0.023], [-0.023, 0.191, 0.119], [0.062, -0.013, -0.022]]}